Record 1
Computed, not measured: a molecular structure, C28H20N6O6Se2Ti in a non-equilibrium geometry, with ωB97M-V with the def2-TZVPD basis set.

For the LUMO energy (spin up / spin down), the calculation gives 4.2 / 4.2 eV. The value obtained for the energy relative to the best compared isomer or geometry (same formula, charge and spin) is 29.9 kcal/mol. The calculation puts the total energy at -7511.4146 hartree. The value obtained for the largest force on an atom is 4.7 eV/Å.

```
! RIJCOSX wB97M-V def2-TZVPD def2/J DEFGRID3
* xyz -2 3
Ti -0.9538 -0.7277 -0.1713
O -1.3438 1.2005 0.2734
C -1.6210 1.9373 -0.7540
C -0.9714 3.1717 -0.9670
C -1.2445 3.9481 -2.0751
C -2.1834 3.5390 -3.0162
C -2.8822 2.3667 -2.8150
C -2.6451 1.5631 -1.6944
C -3.4577 0.4372 -1.3490
N -3.0728 -0.3545 -0.4094
C -3.9077 -1.2894 0.2639
C -3.3146 -1.3313 1.6858
N -1.8834 -1.4332 1.5583
C -1.2785 -2.1713 2.4517
C 0.0694 -2.5854 2.4131
C 0.6564 -3.1757 3.5463
C 1.9557 -3.6161 3.5395
C 2.7097 -3.5217 2.3709
C 2.1618 -2.9649 1.2323
C 0.8489 -2.4590 1.2126
O 0.3677 -1.9105 0.1483
H -0.2134 3.4794 -0.2579
H -0.7113 4.8807 -2.2184
H -2.3614 4.1393 -3.8996
H -3.6225 2.0487 -3.5380
H -4.4412 0.3202 -1.8308
H -3.8201 -2.2849 -0.1895
H -4.9740 -0.9923 0.2670
H -3.7213 -2.1787 2.2639
H -3.5753 -0.3917 2.2041
H -1.8639 -2.5300 3.3111
H 0.0545 -3.2670 4.4436
H 2.3868 -4.0443 4.4345
H 3.7268 -3.8931 2.3582
H 2.7423 -2.8831 0.3210
Se 5.7985 3.5639 -0.6633
N 4.5749 2.9535 -1.8461
C 3.6536 2.2827 -1.1532
C 2.5188 1.6591 -1.7561
C 2.2728 1.7432 -3.1254
C 1.1358 1.1474 -3.6410
C 0.2877 0.4524 -2.7779
N 0.4945 0.3396 -1.4781
C 1.5813 0.9539 -0.9373
C 1.7464 0.9334 0.4710
N 0.7776 0.3546 1.2203
C 0.8780 0.4039 2.5270
C 1.9549 0.9831 3.2088
C 2.9666 1.5647 2.4699
C 2.8767 1.5696 1.0782
C 3.8400 2.2261 0.2584
N 4.9195 2.8435 0.7426
H 2.9767 2.2819 -3.7458
H 0.8893 1.2117 -4.6918
H -0.5923 -0.0450 -3.1712
H 0.0534 -0.0295 3.0826
H 1.9733 0.9767 4.2902
H 3.8193 2.0429 2.9332
O -3.2661 -3.1937 -2.3248
Se -1.7941 -3.1305 -1.6707
O -1.8700 -3.5550 -0.1292
O -1.2961 -1.5226 -1.7682
O -0.7867 -4.0377 -2.5160
*
```

=====

Record 2
Computed, not measured: a molecular structure, C28H21BF2N6O5PbSe, with ωB97M-V with the def2-TZVPD basis set.

For the LUMO energy, the calculation gives 4.4 eV. The value obtained for the energy relative to the best compared isomer or geometry (same formula, charge and spin) is 34.0 kcal/mol. The calculation puts the total energy at -4603.3856 hartree. The value obtained for the largest force on an atom is 0.7 eV/Å.

```
! RIJCOSX wB97M-V def2-TZVPD def2/J DEFGRID3
* xyz -2 1
Pb -0.3619 0.2437 -0.4185
O -1.7882 -3.9075 2.0913
C -0.8188 -3.8576 3.0095
C -0.4931 -5.0280 3.7028
C 0.5022 -5.0215 4.6615
C 1.1944 -3.8488 4.9508
C 0.8741 -2.6893 4.2628
C -0.1228 -2.6672 3.2923
C -0.4519 -1.4232 2.5242
O -1.3950 -1.4693 1.6804
N 0.2901 -0.3675 2.8154
N 0.0002 0.7119 2.0072
C 0.2832 1.8480 2.5034
C 0.1133 3.1676 1.8718
C 1.1618 4.0724 2.0761
C 1.1109 5.3780 1.6336
C -0.0380 5.8312 0.9965
C -1.0905 4.9626 0.7959
C -1.0242 3.6308 1.2039
O -2.1562 2.8997 0.9859
H -1.8214 -2.9688 1.7135
H -1.0366 -5.9317 3.4561
H 0.7449 -5.9398 5.1852
H 1.9776 -3.8420 5.6990
H 1.3982 -1.7629 4.4580
H 0.7387 1.8551 3.4968
H 2.0458 3.7132 2.5906
H 1.9573 6.0361 1.7819
H -0.1025 6.8514 0.6381
H -1.9916 5.2779 0.2853
C 2.9530 -1.9356 1.3197
C 2.2002 -2.5924 0.1962
O 0.9989 -2.7936 0.2665
C 2.9753 -3.0755 -0.9881
C 4.3296 -3.3719 -0.8979
C 5.0223 -3.8860 -1.9834
C 4.3602 -4.1043 -3.1811
C 3.0102 -3.8072 -3.2960
C 2.3344 -3.2915 -2.2073
O 1.0167 -2.9381 -2.3447
H 2.2354 -1.4842 2.0007
H 3.6273 -1.1759 0.9257
H 3.5310 -2.6918 1.8611
H 4.8495 -3.1776 0.0304
H 6.0810 -4.0948 -1.8988
H 4.8970 -4.4917 -4.0383
H 2.4785 -3.9365 -4.2294
F -1.2123 -3.3313 -1.9157
B 0.0551 -3.6994 -1.7723
F 0.2943 -4.9147 -1.2801
Se 4.3678 -0.0766 -1.7266
N 4.4804 1.6439 -2.3620
C 3.3087 2.2258 -2.1229
C 2.9186 3.5149 -2.4943
C 1.5997 3.9584 -2.1851
C 0.7334 3.1737 -1.5051
N 1.0903 1.9004 -1.0590
C 2.3132 1.4082 -1.3834
N 2.6518 0.1821 -1.0440
H 3.6104 4.1475 -3.0374
H 1.2710 4.9462 -2.4930
H -0.2732 3.4864 -1.2715
N -3.2758 1.3735 -0.2655
C -2.1350 1.7733 0.1103
H -4.0181 1.9635 0.1296
*
```

=====

Record 3
Computed, not measured: a molecular structure, C28H21Cl5GeN2OPd, with ωB97M-V with the def2-TZVPD basis set.

For the LUMO energy (spin up / spin down), the calculation gives -2.4 / -5.7 eV. The value obtained for the energy relative to the best compared isomer or geometry (same formula, charge and spin) is 6.1 kcal/mol. The calculation puts the total energy at -5769.8435 hartree. The value obtained for the largest force on an atom is 0.5 eV/Å.

```
! RIJCOSX wB97M-V def2-TZVPD def2/J DEFGRID3
* xyz 1 4
Pd 0.8505 0.7172 0.5112
Cl 6.9267 -2.2791 3.5658
C 5.3437 -1.8786 3.1233
C 5.0998 -1.2943 1.8517
Cl 6.4061 -1.0155 0.7837
C 3.8237 -0.9666 1.4901
Cl 3.4822 -0.2939 -0.0517
C 2.6973 -1.1938 2.3766
O 1.5332 -0.8977 2.0730
C 2.9936 -1.8029 3.6614
Cl 1.6785 -2.0838 4.6960
C 4.2811 -2.1312 4.0165
Cl 4.6001 -2.8432 5.5377
C 2.2908 2.6997 -2.0991
C 1.4576 3.3458 -1.0510
N 0.8054 2.7172 -0.0896
C 0.1373 3.6718 0.6540
C 0.3886 4.8928 0.1240
N 1.2233 4.6684 -0.9478
H 2.1586 1.6209 -2.0363
H 3.3482 2.9352 -1.9714
H 1.9861 3.0193 -3.0962
H -0.4800 3.4033 1.4947
H 0.0610 5.8786 0.4002
H 1.5868 5.3717 -1.5684
C -1.6755 -5.2707 0.2861
C -0.8654 -4.8835 -0.7731
C -0.6576 -3.5368 -1.0306
C -1.2629 -2.5624 -0.2359
C -2.0741 -2.9619 0.8253
C -2.2801 -4.3098 1.0844
Ge -0.9446 -0.6864 -0.6130
C -1.7554 0.5293 0.7150
C -2.5405 1.6091 0.2808
C -3.1341 2.4594 1.1959
C -2.9261 2.2781 2.5610
C -2.1277 1.2365 3.0075
C -1.5466 0.3635 2.0939
C -1.4323 -0.1701 -2.4249
C -2.1503 -1.0460 -3.2386
C -2.5078 -0.6762 -4.5281
C -2.1527 0.5726 -5.0183
C -1.4384 1.4533 -4.2164
C -1.0780 1.0806 -2.9303
H -1.8385 -6.3216 0.4863
H -0.3956 -5.6309 -1.3993
H -0.0224 -3.2443 -1.8600
H -2.5612 -2.2205 1.4480
H -2.9184 -4.6088 1.9057
H -2.7019 1.7638 -0.7794
H -3.7649 3.2684 0.8496
H -3.3921 2.9467 3.2730
H -1.9646 1.0917 4.0678
H -0.9421 -0.4621 2.4545
H -2.4363 -2.0228 -2.8654
H -3.0678 -1.3635 -5.1487
H -2.4334 0.8605 -6.0229
H -1.1653 2.4305 -4.5953
H -0.5259 1.7729 -2.3033
*
```

=====

Record 4
Computed, not measured: a molecular structure, C28H22B2InN6O20 in a non-equilibrium geometry, with ωB97M-V with the def2-TZVPD basis set.

For the LUMO energy, the calculation gives -10.5 eV. The value obtained for the energy relative to the best compared isomer or geometry (same formula, charge and spin) is 0.0 kcal/mol. The calculation puts the total energy at -3152.9876 hartree. The value obtained for the largest force on an atom is 5.3 eV/Å.

```
! RIJCOSX wB97M-V def2-TZVPD def2/J DEFGRID3
* xyz 1 1
In -2.7686 -4.3098 3.4470
O 0.7141 4.4993 2.7863
C 0.0887 3.6513 3.4482
O 0.4049 2.3350 3.5417
B -0.5177 1.6056 4.4507
O -1.5100 2.6358 4.8223
C -1.1482 3.8380 4.2629
O -1.7370 4.8476 4.3941
O 0.2948 1.1712 5.6415
C 0.3723 -0.1829 5.7062
O 1.0198 -0.8136 6.5309
C -0.5850 -0.7393 4.6110
O -1.0797 0.3689 3.8416
O -0.8942 -1.8793 4.4399
O 3.4802 1.0010 -0.1654
C 2.2936 0.7920 -0.1730
O 1.7415 -0.3318 -0.5264
B 0.2721 -0.2369 -0.1859
O 0.0618 1.2132 0.0090
C 1.1797 1.8076 0.1217
O 1.3821 2.9853 0.4427
O -0.5034 -0.7315 -1.3342
C -1.3756 -1.6326 -0.9495
O -2.3233 -2.0518 -1.6179
C -1.0769 -1.8567 0.5189
O -0.0947 -1.1533 0.9400
O -1.7302 -2.6243 1.2099
C -1.0253 -5.4115 -1.8524
C -1.5335 -5.5111 -0.4707
N -1.9489 -5.5305 0.6441
H -0.0162 -5.7877 -2.0203
H -1.1264 -4.3792 -2.1873
H -1.6592 -6.1038 -2.4065
C -0.2307 -0.9538 -4.6105
C -0.7542 -2.2807 -4.8224
N -1.2282 -3.3095 -4.9849
H 0.4048 -0.9941 -3.7259
H -1.0964 -0.3186 -4.4228
H 0.3414 -0.7384 -5.5129
C -1.3105 2.1021 -3.3568
C -0.4787 3.1758 -2.7255
N 0.2055 3.9809 -2.2737
H -0.6847 1.7546 -4.1788
H -2.2913 2.4945 -3.6256
H -1.5347 1.4078 -2.5469
C 5.5840 3.6126 -0.9354
C 4.3710 4.3698 -1.2113
N 3.4426 5.0384 -1.3789
H 6.2387 3.5217 -1.8022
H 5.1521 2.6410 -0.6956
H 6.0858 4.0363 -0.0656
C 3.9051 2.1923 2.8887
C 5.1477 1.7960 2.4541
C 6.2512 1.7847 3.3730
C 6.0682 2.0405 4.6938
C 4.7871 2.3714 5.1233
C 3.7098 2.4357 4.2477
N 7.1709 1.8305 5.6658
O 8.3256 1.9848 5.2422
O 6.9539 1.5535 6.8348
H 3.0137 2.2203 2.2795
H 5.1899 1.5286 1.4085
H 7.2163 1.5913 2.9283
H 4.5766 2.4831 6.1767
H 2.7168 2.7242 4.5594
C -4.7852 -3.0802 -5.3503
C -4.4200 -2.5460 -4.1322
C -5.4112 -2.4421 -3.1875
C -6.7584 -2.6723 -3.4997
C -7.0728 -3.1437 -4.7474
C -6.0868 -3.4295 -5.6399
N -7.8560 -2.5489 -2.4445
O -7.4486 -2.6901 -1.2772
O -9.0077 -2.3698 -2.7508
H -4.0127 -3.2999 -6.0724
H -3.4221 -2.1582 -3.9897
H -5.0899 -2.1069 -2.2125
H -8.1100 -3.2465 -5.0301
H -6.4189 -3.8269 -6.5876
*
```

=====

Record 5
Computed, not measured: a molecular structure, C28H22CuN6O2S2, with ωB97M-V with the def2-TZVPD basis set.

For the LUMO energy (spin up / spin down), the calculation gives -0.6 / -1.4 eV. The value obtained for the energy relative to the best compared isomer or geometry (same formula, charge and spin) is 0.0 kcal/mol. The calculation puts the total energy at -3996.0642 hartree. The value obtained for the largest force on an atom is 0.6 eV/Å.

```
! RIJCOSX wB97M-V def2-TZVPD def2/J DEFGRID3
* xyz 0 2
Cu 0.1432 -0.5446 0.4644
O -1.1686 2.0745 -0.0005
S -1.3737 1.9592 1.4174
O -2.6957 2.0946 1.9680
N -0.6903 0.5527 1.8187
C -0.8855 -0.0768 3.0468
C -1.5802 0.3760 4.1440
C -1.6507 -0.3974 5.3241
C -1.0516 -1.6186 5.4264
C -0.3361 -2.1244 4.3156
C 0.3071 -3.3825 4.3077
C 0.9750 -3.8082 3.1968
C 1.0096 -2.9734 2.0656
N 0.4181 -1.8041 2.0387
C -0.2553 -1.3561 3.1432
C -0.3411 3.1543 2.2058
C 0.9583 3.3125 1.7363
C 1.7926 4.2234 2.3596
C 1.3286 4.9683 3.4386
C 0.0290 4.8085 3.8939
C -0.8177 3.8965 3.2753
H -2.0949 1.3234 4.0974
H -2.2077 -0.0035 6.1646
H -1.1213 -2.2070 6.3318
H 0.2598 -4.0027 5.1951
H 1.4765 -4.7649 3.1696
H 1.5377 -3.2635 1.1649
H 1.2984 2.7294 0.8900
H 2.8050 4.3579 2.0020
H 1.9842 5.6820 3.9207
H -0.3310 5.3978 4.7270
H -1.8414 3.7702 3.5989
S 1.8489 -0.7319 -0.9139
C 0.8319 -0.6776 -2.3458
N 1.2634 -0.6523 -3.5659
N 2.5633 -0.6432 -3.7615
C 3.0964 -0.6389 -5.0600
C 4.4778 -0.7032 -5.2006
C 5.0414 -0.6906 -6.4663
C 4.2355 -0.6164 -7.5934
C 2.8567 -0.5533 -7.4396
C 2.2780 -0.5631 -6.1805
N -0.5612 -0.7034 -2.3020
N -1.0788 -0.7350 -1.1698
C -2.5149 -0.8383 -1.1707
C -3.2603 -0.8679 -2.3452
C -4.6363 -0.9767 -2.2723
C -5.2754 -1.0606 -1.0382
C -4.5251 -1.0409 0.1254
C -3.1433 -0.9341 0.0591
H 3.1885 -0.6768 -2.9627
H 5.1066 -0.7622 -4.3196
H 6.1177 -0.7399 -6.5699
H 4.6770 -0.6068 -8.5806
H 2.2191 -0.4930 -8.3121
H 1.2067 -0.5117 -6.0522
H -2.7552 -0.7954 -3.2976
H -5.2172 -0.9922 -3.1852
H -6.3533 -1.1403 -0.9888
H -5.0083 -1.0976 1.0918
H -2.5597 -0.9104 0.9695
*
```

=====

Record 6
Computed, not measured: 2 unconnected molecules or ions with the total composition C28H22FO9S4 in a non-equilibrium geometry, with ωB97M-V with the def2-TZVPD basis set.

For the LUMO energy, the calculation gives 1.8 eV. The value obtained for the energy relative to the best compared isomer or geometry (same formula, charge and spin) is 0.0 kcal/mol. The calculation puts the total energy at -3449.8366 hartree. The value obtained for the largest force on an atom is 3.4 eV/Å.

```
! RIJCOSX wB97M-V def2-TZVPD def2/J DEFGRID3
* xyz -1 1
F -1.7664 0.7199 -1.1615
C -1.5030 -0.4215 -1.8036
S -3.0064 -1.4767 -2.1286
C -4.0294 -1.0994 -3.6021
C -3.8559 -1.8678 -4.7623
C -4.6580 -1.6239 -5.8854
C -5.6012 -0.5870 -5.8532
C -5.7781 0.1760 -4.6918
C -5.0036 -0.0958 -3.5532
O -2.3769 -2.7493 -2.4456
O -3.8726 -1.2962 -0.9827
S -0.7062 -0.1820 -3.4315
C 0.4059 1.1894 -3.2221
C -0.0231 2.4108 -3.7372
C 0.7109 3.5611 -3.4519
C 1.8857 3.4817 -2.7015
C 2.3317 2.2396 -2.2372
C 1.6088 1.0746 -2.5204
O 0.0363 -1.3192 -3.8853
O -1.7903 0.3461 -4.2444
H -3.0916 -2.6528 -4.7779
H -4.5331 -2.2486 -6.7782
H -6.1959 -0.3683 -6.7404
H -6.5222 0.9794 -4.6534
H -5.1395 0.4691 -2.6258
H -0.9395 2.4423 -4.3311
H 0.3402 4.5130 -3.8271
H 2.4513 4.3893 -2.4831
H 3.2464 2.1648 -1.6477
H 1.9591 0.0908 -2.1948
C -2.5120 2.1081 6.3514
O -2.4358 0.7495 5.8527
C -1.7779 0.4716 4.6935
C -0.9442 1.3980 4.0176
C -0.1881 0.9648 2.9453
C -0.2910 -0.3522 2.4520
C 0.5778 -0.8028 1.3804
C 1.9275 -0.6838 1.4559
S 3.1385 -1.4001 0.3484
O 2.6747 -2.7223 -0.0118
O 3.5297 -0.4338 -0.6590
C 4.4892 -1.5132 1.5303
C 4.3153 -0.8407 2.7291
C 5.3128 -0.8160 3.6989
C 6.5026 -1.5021 3.4414
C 6.6734 -2.1934 2.2295
C 5.6699 -2.1973 1.2586
S 2.7037 -0.0771 2.9527
O 2.8792 1.3583 2.8729
O 2.0707 -0.7061 4.0857
C -1.2070 -1.2348 3.0630
C -1.8701 -0.8648 4.2144
H -3.2294 2.0283 7.1716
H -1.5396 2.4432 6.7416
H -2.8880 2.8225 5.6019
H -0.8117 2.4110 4.4023
H 0.4732 1.6554 2.4293
H 0.1216 -1.3025 0.5182
H 5.1553 -0.2671 4.6258
H 7.3012 -1.4980 4.1897
H 7.6023 -2.7337 2.0369
H 5.7821 -2.7158 0.3071
H -1.3375 -2.2326 2.6347
H -2.4516 -1.5797 4.7994
*
```

=====

Record 7
Computed, not measured: a molecular structure, C28H22IrN5O4S in a non-equilibrium geometry, with ωB97M-V with the def2-TZVPD basis set.

For the LUMO energy (spin up / spin down), the calculation gives -6.1 / -6.5 eV. The value obtained for the energy relative to the best compared isomer or geometry (same formula, charge and spin) is 49.9 kcal/mol. The calculation puts the total energy at -2157.1328 hartree. The value obtained for the largest force on an atom is 4.1 eV/Å.

```
! RIJCOSX wB97M-V def2-TZVPD def2/J DEFGRID3
* xyz 1 2
Ir 0.5057 1.4638 -0.6926
C -0.6010 0.0643 -3.5834
N 0.5114 0.5649 -2.8317
C 1.7177 0.3807 -3.2615
C 2.8109 0.8883 -2.5361
C 4.2086 0.7251 -2.7024
C 4.7981 1.3518 -1.6301
C 3.7418 1.9016 -0.8457
N 2.5742 1.6369 -1.3962
C -1.3928 -0.9324 -2.7641
C -0.8427 -2.1648 -2.4288
C -1.5826 -3.0901 -1.7141
C -2.8760 -2.7880 -1.3245
C -3.4263 -1.5592 -1.6484
C -2.6872 -0.6371 -2.3649
H -0.2716 -0.3974 -4.5257
H -1.2565 0.9071 -3.8243
H 1.9029 -0.1569 -4.1919
H 4.6948 0.1933 -3.4966
H 5.8438 1.4227 -1.3997
H 3.8209 2.4658 0.0663
H 0.1621 -2.4048 -2.7400
H -1.1479 -4.0458 -1.4586
H -3.4620 -3.5140 -0.7829
H -4.4324 -1.3119 -1.3431
H -3.1259 0.3125 -2.6246
O 1.0747 2.6909 1.1637
C 0.3536 2.9254 2.1641
C 0.9597 3.3834 3.3841
C 0.2166 3.6643 4.4942
C -1.1763 3.5085 4.4703
C -1.8032 3.0577 3.3265
C -1.0894 2.7671 2.1651
C -1.7771 2.4404 0.9504
N -1.3100 2.5713 -0.3041
C -2.3666 2.3816 -1.1391
C -3.4761 2.0731 -0.4003
N -3.0922 2.1165 0.8980
H 2.0340 3.4841 3.3851
H 0.6913 4.0221 5.3957
H -1.7624 3.7599 5.3409
H -2.8782 2.9794 3.3354
H -2.2728 2.5432 -2.1943
H -4.4755 1.8420 -0.7001
H -3.6579 1.8723 1.6951
O -1.3044 -0.6752 0.5302
C -0.1649 -1.1144 0.6640
N 0.9054 -0.3638 0.3733
S 2.3660 -1.0694 0.7359
O 3.0145 -0.3363 1.7751
O 3.0910 -1.2640 -0.4880
C 1.6120 -2.5886 1.2939
C 2.2095 -3.7452 1.7326
C 1.3852 -4.8306 2.0141
C 0.0104 -4.7328 1.8483
C -0.5831 -3.5483 1.4305
C 0.2349 -2.4616 1.1532
H 3.2804 -3.8037 1.8483
H 1.8249 -5.7579 2.3495
H -0.6092 -5.5946 2.0461
H -1.6527 -3.4730 1.3077
*
```